Formula: C3H12O3
Source: OMol25
Level of theory: ωB97M-V/def2-TZVPD

Structure (XYZ):
```
18
Properties=species:S:1:pos:R:3:forces:R:3
C 0.18655 0.98180 -0.44525 0.47 -0.63 1.07
C 0.30986 -0.44330 0.07899 -1.42 -0.43 -1.04
C 0.61486 -1.46904 -1.03089 -0.29 0.03 0.74
O 1.27213 -0.56069 1.09672 0.40 -0.13 0.11
H 0.13062 1.65040 0.41850 -0.24 0.20 -0.20
H 1.11438 1.16921 -0.94196 0.52 0.55 -0.63
H -0.66430 1.11260 -1.09731 -0.15 0.06 -0.15
H -0.67409 -0.77689 0.44477 0.07 0.34 0.35
H 0.15491 -1.19292 -1.97851 0.03 0.12 0.03
H 1.68032 -1.60720 -1.16044 0.28 0.06 -0.12
H 0.16140 -2.40992 -0.70962 0.28 -0.15 -0.22
H 1.15686 0.15150 1.73385 -0.01 -0.08 0.01
H -5.14345 3.21683 -0.28927 0.20 -0.09 -0.20
H -4.93188 4.52529 0.38493 0.15 0.31 0.09
O -4.51397 3.94742 -0.25826 -0.35 -0.22 0.12
H 2.48457 -2.22055 1.25414 0.27 0.29 0.23
H 3.31879 -3.45876 1.01778 0.18 -0.05 0.09
O 3.34241 -2.61579 1.48182 -0.40 -0.18 -0.27
```
Positions in Å, forces in eV/Å.

As for the net charge: 0. The calculation puts the HOMO energy at -10.44 eV. The value obtained for the total energy is -347.2028 a.u. As for the SMILES: CC(C)O.O.O. For the HOMO-LUMO gap, the calculation gives 0.41106 Ha. As for the multiplicity: 1. The value obtained for the energy above the lowest of the compared OMol25 structures with the same formula, charge and spin is 3.61 kcal per mole. The calculation puts the strongest force on any atom at 1.82 eV Å⁻¹.

Which charges does Mulliken predict for the atoms? In e, they are: atom 1 (C): -1.347, atom 2 (C): 0.698, atom 3 (C): -1.365, atom 4 (O): -0.503, atom 5 (H): 0.385, atom 6 (H): 0.350, atom 7 (H): 0.359, atom 8 (H): 0.156, atom 9 (H): 0.364, atom 10 (H): 0.345, atom 11 (H): 0.328, atom 12 (H): 0.254, atom 13 (H): 0.320, atom 14 (H): 0.318, atom 15 (O): -0.638, atom 16 (H): 0.323, atom 17 (H): 0.304, atom 18 (O): -0.650